[1]
This record from OMol25 describes a cluster of 2 separate species, C4H9N3 in total. The level of theory is ωB97M-V/def2-TZVPD.

Each line ends with the natural charge from an NBO analysis.
Element x y z (Å)
N 2.7478 -0.8206 -0.0584  -0.4865
N 3.2533 0.5135 -0.3047  -0.4449
N 0.3094 -0.8881 0.2099  -0.7042
C 1.4443 -0.3714 0.1058  0.4376
C -4.0252 0.1900 -0.2115  -0.4022
C 1.9397 1.0519 0.1189  -0.3009
C -2.8020 -0.1827 0.1017  -0.3630
H -2.3073 -1.0048 -0.3828  0.1933
H -4.5168 1.0197 0.2702  0.1867
H 3.0560 -1.5787 -0.6529  0.3830
H 1.9199 1.5356 1.0946  0.2087
H -2.2197 0.3197 0.8560  0.1968
H 1.4978 1.7026 -0.6336  0.2190
H 0.2844 -1.8986 0.1175  0.3466
H 4.0154 0.7297 0.3403  0.3442
H -4.5968 -0.3180 -0.9711  0.1860

Computed properties:
Highest occupied orbital energy, hartree: -0.3191
Energy above the lowest of the compared OMol25 structures with the same formula, charge and spin, kJ/mol: 317.5
M, g mol⁻¹: 99.14
SMILES: [H]/N=C1/CNN1.C=C
Frontier orbital gap, hartree: 0.3564
Charge: 0

=====

[2]
This record from OMol25 describes a structure of composition C36H55Br3Cl6O16. The level of theory is ωB97M-V/def2-TZVPD.

Each line ends with the Löwdin spin population.
Element x y z (Å)
Br 3.3513 0.0655 -4.3105  0.1939
Br 1.5823 -0.4667 -6.9661  0.2508
Br 4.2831 -2.3933 -6.2235  0.2341
Cl 3.2635 -3.1454 -2.9194  0.0042
Cl 3.1851 -0.2485 2.9698  0.0004
Cl 3.9315 -1.9632 5.1698  0.0000
Cl 2.0426 -5.0904 -4.5957  0.0023
Cl -4.9619 0.6050 -2.3353  0.0000
Cl -2.8554 0.3635 -0.2913  0.0000
O -2.7684 1.8849 3.1187  0.0000
O -0.6824 -3.5469 -5.9733  0.0007
O -1.2297 2.6554 -4.3779  0.0002
O -2.1373 -2.8548 3.6665  0.0000
O 2.2007 -5.2674 3.1215  0.0000
O -0.0668 -2.8024 -0.5407  0.0001
O 0.1595 5.7911 1.8719  0.0000
O -2.3471 2.0813 5.2964  0.0000
O -2.1115 4.7665 -4.3437  0.0000
O 1.9919 2.6542 2.4374  0.0001
O -0.7642 6.3168 -0.1577  0.0000
O -0.0134 -2.6376 3.1986  0.0000
O 2.8034 4.5471 3.5187  0.0000
O 3.4699 -5.8835 1.4205  0.0000
O 0.2888 -1.1126 -1.8337  0.0006
O -1.2761 -1.6475 -5.1154  0.0027
C 0.7657 0.2490 -1.7894  0.0059
C -4.3444 1.1058 -0.8056  0.0000
C -1.5975 3.8153 -4.9974  0.0001
C 0.7782 3.7179 4.2236  0.0000
C -3.1828 -3.8337 3.6668  0.0000
C -1.1902 5.6706 -1.2970  0.0000
C -1.2251 -4.7336 2.6352  0.0000
C -1.4358 3.7190 -6.5266  0.0005
C -2.2663 1.4634 4.1431  0.0000
C 0.7489 0.6775 -0.3726  0.0006
C -1.0006 -3.3156 3.1606  0.0000
C 4.1312 -5.2218 0.3213  0.0000
C 1.3881 4.5888 5.3002  0.0000
C 0.7858 -0.7108 0.4150  0.0001
C -2.4512 -5.1499 3.3850  0.0000
C -0.4980 2.5210 -6.5888  0.0061
C -0.6734 0.5385 5.6059  0.0000
C -1.5908 1.5234 6.2936  0.0000
C 1.7701 -3.6780 -3.6694  0.0020
C -0.4057 4.3681 -1.3247  0.0001
C 1.8887 3.5432 3.2771  0.0000
C 4.0790 -3.7099 0.6273  0.0000
C -1.3044 0.3581 4.2291  0.0000
C 2.6630 -4.9791 2.0390  0.0000
C 2.3767 5.4647 4.5025  0.0000
C -2.1420 -1.0857 -4.0935  0.0000
C -2.5225 -3.4629 -4.3075  0.0001
C 2.7003 -3.6379 1.3634  0.0000
C -0.7986 1.6901 -5.3461  0.0030
C 2.6603 -0.8465 4.5617  0.0000
C -0.1894 5.4409 0.7337  0.0000
C -0.1346 4.0306 0.1650  0.0000
C 3.3894 -0.5945 -6.1425  0.2558
C -1.4291 -2.9374 -5.1755  0.0005
C 0.2902 -1.6432 -0.6576  0.0002
C -2.8556 -2.2376 -3.4271  0.0000
H 0.9995 -3.8689 -2.9226  0.0001
H 1.6201 1.3061 -0.1881  0.0008
H -0.3837 -5.3920 2.8510  0.0000
H -0.9243 3.4084 0.5861  0.0000
H -2.8769 -0.4182 -4.5435  0.0000
H 0.3926 2.7777 4.6181  0.0000
H -0.9565 3.5910 -1.8547  0.0000
H -0.1364 1.2672 -0.1347  0.0000
H -0.0595 4.2431 3.7647  0.0000
H -1.6164 1.0183 -5.6068  0.0008
H 1.7234 -1.4029 4.5375  0.0000
H 1.9275 4.0635 6.0884  0.0000
H 0.5873 5.1549 5.7759  0.0000
H 3.2152 5.7491 5.1383  0.0000
H 4.0533 0.0560 -6.7119  0.0127
H -0.6210 1.9277 -7.4949  0.0068
H -3.9050 -2.0982 -3.1675  0.0000
H -0.9879 2.3684 6.6261  0.0000
H -3.7083 -3.7251 4.6155  0.0000
H 0.1438 0.9300 -2.3704  0.0002
H 1.7920 -0.9068 0.7855  0.0001
H -0.9985 4.6398 -6.9125  0.0001
H 2.6262 0.0258 5.2144  0.0000
H 2.6031 -2.7766 2.0243  0.0000
H -3.8698 -3.6198 2.8480  0.0000
H -2.2572 -4.4214 -3.8616  0.0000
H 0.8694 3.6330 0.3134  0.0001
H 0.5780 4.4409 -1.7885  0.0002
H -1.7358 -0.6312 4.0764  0.0000
H 4.1397 -3.0535 -0.2408  0.0001
H 3.5703 -5.3926 -0.5976  0.0000
H -2.1770 -5.6287 4.3250  0.0000
H -1.6326 -0.6902 -3.2148  0.0000
H 5.0982 -5.7215 0.2634  0.0000
H 4.9384 -3.4924 1.2614  0.0000
H -0.7429 -0.4574 6.0435  0.0000
H -5.1563 1.0249 -0.0829  0.0000
H 0.5565 2.7909 -6.5325  0.0001
H -2.2507 5.5158 -1.0984  0.0000
H -2.4022 3.5592 -7.0048  0.0002
H -2.2250 1.0937 7.0690  0.0000
H -3.0446 -5.9359 2.9179  0.0000
H 1.7965 0.3867 -2.1158  0.0094
H 1.8241 -3.5810 0.7176  0.0000
H -3.3053 -3.7881 -4.9927  0.0000
H 0.0376 1.0601 -5.0429  0.0009
H -1.0636 6.2000 -2.2414  0.0000
H 0.3049 1.0067 5.7146  0.0000
H -0.5678 0.4608 3.4323  0.0000
H -1.3953 -4.5581 1.5730  0.0000
H 1.4489 -2.8846 -4.3442  0.0019
H -4.1422 2.1766 -0.8283  0.0000
H -2.3246 -2.4712 -2.5043  0.0000
H 0.1270 -0.6856 1.2830  0.0000
H 1.9766 6.3460 4.0012  0.0000

Computed properties:
Highest occupied orbital energy (alpha / beta), hartree: -0.0475 / -0.2133
M, g mol⁻¹: 1196.25
Multiplicity: 2
⟨S²⟩: 0.755
Frontier orbital gap (alpha / beta), hartree: 0.1067 / 0.2725
Charge: -1

=====

Question: Among the records above, which one has the highest M?
Answer: C36H55Br3Cl6O16

=====

Question: Number 2 is which compound?
Answer: C36H55Br3Cl6O16